[1]
{"formula": "C15H27MgN3OP2", "method": "ωB97M-V with the def2-TZVPD basis set", "elements": ["Mg", "P", "P", "N", "N", "H", "H", "H", "C", "H", "C", "H", "H", "C", "C", "C", "C", "H", "H", "H", "H", "H", "H", "H", "C", "C", "C", "O", "H", "H", "H", "H", "H", "H", "H", "C", "C", "C", "C", "N", "C", "C", "H", "H", "H", "H", "H", "H", "H"], "xyz": [[0.255, 0.379, -0.377], [0.110, 2.814, -0.858], [2.573, -0.256, 0.203], [-1.793, 0.299, -1.098], [-0.148, -1.708, -0.303], [-3.389, -1.154, -1.144], [-1.917, -2.946, -0.128], [-2.725, -0.811, 0.457], [-2.460, -0.913, -0.606], [-1.524, -2.425, -1.786], [-1.499, -2.114, -0.720], [-3.443, 1.589, -1.333], [0.787, -3.583, 0.055], [-2.331, 1.497, -1.232], [0.877, -2.470, 0.001], [-1.620, 2.722, -1.244], [2.192, -1.982, 0.281], [-2.218, 3.621, -1.449], [2.937, -2.742, 0.555], [3.608, -0.002, -0.739], [3.043, 0.142, 1.482], [0.795, 3.210, -2.033], [0.324, 3.786, 0.162], [0.769, -1.912, -2.642], [0.898, -1.030, -3.288], [2.360, -0.800, -3.559], [0.060, -1.199, -4.529], [0.434, 0.124, -2.523], [2.772, -1.631, -4.143], [2.502, 0.132, -4.122], [2.924, -0.736, -2.626], [-0.992, -1.367, -4.286], [0.139, -0.322, -5.183], [0.392, -2.071, -5.099], [-0.570, 0.145, -2.490], [-0.517, 1.324, 5.997], [-0.345, 1.074, 4.527], [-0.988, -0.006, 3.917], [-0.826, -0.219, 2.533], [-0.076, 0.613, 1.774], [0.571, 1.634, 2.371], [0.450, 1.890, 3.737], [-1.570, 1.504, 6.251], [-0.173, 0.468, 6.591], [0.066, 2.206, 6.283], [-1.616, -0.687, 4.477], [-1.288, -1.073, 2.030], [1.201, 2.241, 1.704], [0.987, 2.745, 4.153]], "e_lumo_ev": [-2.5182, -5.4824], "charge": 1, "multiplicity": 2, "homo_energy_ev": [-10.0, -10.0]}

[2]
{"formula": "C15H27NO", "method": "ωB97M-V with the def2-TZVPD basis set", "elements": ["C", "C", "C", "C", "C", "C", "C", "C", "C", "C", "C", "O", "N", "C", "C", "C", "C", "H", "H", "H", "H", "H", "H", "H", "H", "H", "H", "H", "H", "H", "H", "H", "H", "H", "H", "H", "H", "H", "H", "H", "H", "H", "H", "H"], "xyz": [[5.765, 2.578, 0.516], [6.013, 1.649, -0.196], [6.359, 0.531, -1.050], [6.051, -0.832, -0.413], [4.582, -1.243, -0.517], [3.643, -0.370, 0.310], [2.200, -0.866, 0.239], [1.263, 0.014, 1.063], [-0.175, -0.505, 1.109], [-0.881, -0.434, -0.248], [-2.327, -0.875, -0.105], [-2.717, -1.986, -0.392], [-3.137, 0.077, 0.414], [-4.552, -0.120, 0.628], [-5.396, 0.782, -0.273], [-6.889, 0.549, -0.061], [-7.733, 1.452, -0.953], [5.530, 3.388, 1.139], [7.431, 0.595, -1.263], [5.822, 0.625, -1.999], [6.352, -0.815, 0.636], [6.654, -1.588, -0.921], [4.273, -1.214, -1.566], [4.489, -2.278, -0.179], [3.688, 0.660, -0.047], [3.977, -0.370, 1.351], [1.879, -0.873, -0.804], [2.149, -1.892, 0.610], [1.271, 1.029, 0.657], [1.644, 0.067, 2.086], [-0.177, -1.541, 1.454], [-0.738, 0.086, 1.836], [-0.834, 0.585, -0.640], [-0.397, -1.108, -0.954], [-2.766, 0.996, 0.597], [-4.751, -1.171, 0.406], [-4.793, 0.072, 1.680], [-5.139, 0.580, -1.315], [-5.158, 1.828, -0.065], [-7.138, 0.738, 0.986], [-7.123, -0.495, -0.274], [-8.792, 1.269, -0.788], [-7.512, 1.265, -2.001], [-7.528, 2.499, -0.742]], "de_lowest_ev": 0.168, "e_lumo_ev": 0.8635, "charge": 0, "homo_energy_ev": -9.5}

[3]
{"formula": "C15H28BBrF3O16SV", "method": "ωB97M-V with the def2-TZVPD basis set", "elements": ["O", "V", "Br", "C", "F", "F", "F", "S", "O", "O", "O", "O", "C", "O", "B", "O", "C", "O", "O", "C", "O", "C", "O", "O", "C", "C", "C", "O", "H", "H", "H", "H", "H", "H", "H", "H", "C", "C", "C", "O", "H", "H", "H", "H", "H", "H", "H", "H", "C", "C", "O", "H", "H", "H", "H", "H", "H", "C", "C", "O", "H", "H", "H", "H", "H", "H"], "xyz": [[-0.003, 1.301, -0.844], [1.286, 1.511, -0.011], [0.849, 3.968, 0.782], [4.379, 2.508, 3.102], [3.565, 1.969, 3.998], [3.913, 3.693, 2.747], [5.566, 2.681, 3.658], [4.564, 1.407, 1.582], [5.602, 2.061, 0.819], [4.879, 0.098, 2.101], [3.239, 1.465, 0.927], [-4.939, -3.999, -6.192], [-4.372, -3.619, -5.212], [-3.863, -2.420, -5.021], [-3.234, -2.353, -3.693], [-3.530, -3.649, -3.059], [-4.204, -4.411, -3.898], [-4.653, -5.494, -3.671], [-3.778, -1.214, -2.922], [-2.801, -0.345, -2.714], [-2.923, 0.718, -2.187], [-1.499, -0.940, -3.240], [-1.783, -2.111, -3.784], [-0.424, -0.426, -3.212], [-0.404, 0.922, 3.928], [0.819, 0.657, 3.044], [1.545, -0.585, 3.553], [0.376, 0.447, 1.691], [-0.139, 1.252, 4.933], [-0.988, 0.003, 4.020], [-1.021, 1.723, 3.515], [1.478, 1.512, 3.169], [2.555, -0.597, 3.124], [1.091, -1.523, 3.230], [1.707, -0.580, 4.630], [-0.427, -0.114, 1.782], [-4.018, -1.197, 2.094], [-3.132, -0.738, 0.945], [-3.065, 0.771, 0.829], [-1.787, -1.192, 1.234], [-5.058, -0.874, 2.035], [-3.571, -0.873, 3.033], [-4.060, -2.293, 2.101], [-3.436, -1.171, -0.012], [-2.363, 1.074, 0.053], [-2.777, 1.221, 1.783], [-4.023, 1.237, 0.594], [-1.838, -2.141, 1.393], [1.544, -2.603, 0.375], [2.545, -1.492, 0.067], [1.924, -0.513, -0.793], [1.402, -3.214, -0.524], [0.566, -2.217, 0.652], [1.928, -3.320, 1.104], [3.472, -1.883, -0.356], [2.842, -0.943, 0.957], [1.996, -0.855, -1.692], [1.604, 3.861, -3.272], [2.102, 2.441, -3.072], [2.506, 2.266, -1.681], [1.216, 3.983, -4.284], [2.451, 4.533, -3.137], [0.824, 4.047, -2.536], [3.007, 2.250, -3.660], [1.398, 1.643, -3.306], [3.373, 2.677, -1.595]], "de_lowest_ev": 0.627, "e_lumo_ev": [2.0413, 2.1787], "charge": -1, "multiplicity": 2, "homo_energy_ev": [-7.1, -7.1]}

[4]
{"formula": "C15H28BrClN4O5P2", "method": "ωB97M-V with the def2-TZVPD basis set", "elements": ["C", "C", "O", "O", "C", "O", "N", "P", "O", "Cl", "P", "O", "Br", "H", "H", "H", "H", "H", "H", "H", "C", "C", "C", "C", "N", "H", "H", "H", "H", "H", "H", "H", "C", "C", "C", "C", "N", "H", "H", "H", "H", "H", "H", "H", "C", "C", "C", "C", "N", "H", "H", "H", "H", "H", "H", "H"], "xyz": [[2.036, 1.307, -0.712], [2.002, 1.116, -2.317], [0.667, 1.577, -2.729], [-0.096, 0.455, -2.999], [-1.448, 0.863, -2.707], [-2.295, 0.825, -3.622], [-1.687, 1.331, -1.346], [-2.508, 2.896, -1.465], [-3.750, 2.889, -0.274], [-1.091, 4.353, -0.893], [-2.594, 0.126, -0.327], [-3.794, -0.708, -1.216], [-1.045, -1.506, 0.136], [1.406, 2.225, -0.440], [1.524, 0.374, -0.282], [3.091, 1.400, -0.306], [2.144, 0.033, -2.624], [2.760, 1.754, -2.851], [-4.538, 2.563, -0.755], [-4.046, -0.230, -2.035], [-1.899, 0.584, 4.970], [-3.410, 0.729, 4.810], [-4.014, -0.329, 3.882], [-3.415, -0.211, 2.515], [-2.940, -0.117, 1.427], [-1.378, 0.721, 4.018], [-1.517, 1.338, 5.660], [-1.640, -0.403, 5.365], [-3.632, 1.729, 4.425], [-3.881, 0.650, 5.793], [-5.096, -0.193, 3.809], [-3.823, -1.334, 4.269], [7.461, 3.347, -4.178], [6.310, 2.705, -4.945], [4.936, 3.152, -4.440], [4.770, 2.769, -3.001], [4.641, 2.469, -1.877], [7.450, 3.065, -3.123], [8.419, 3.023, -4.591], [7.415, 4.438, -4.243], [6.396, 1.617, -4.868], [6.400, 2.961, -6.004], [4.146, 2.676, -5.027], [4.824, 4.235, -4.536], [-1.954, -6.629, 2.131], [-2.232, -5.187, 1.720], [-1.543, -4.166, 2.628], [-2.033, -4.321, 4.035], [-2.419, -4.443, 5.134], [-2.339, -6.845, 3.131], [-2.440, -7.321, 1.440], [-0.880, -6.839, 2.123], [-3.313, -5.019, 1.727], [-1.890, -5.038, 0.692], [-1.761, -3.152, 2.285], [-0.459, -4.305, 2.608]], "e_lumo_ev": 0.0764, "charge": 0, "homo_energy_ev": -6.6}